Record 1
The following is a quantum chemistry calculation of a cluster of 9 separate species, C9H27N9O18 in total in a non-equilibrium geometry, from OMol25.

Last column: Mulliken charge in e.
Geometry (Å):
C (23.36385, 9.20944, -16.40722)  -0.693
N (23.11224, 10.65682, -16.85003)  0.796
O (22.32800, 11.37811, -16.20970)  -0.487
O (23.73720, 10.99335, -17.87650)  -0.486
H (22.63352, 8.87638, -15.66980)  0.291
H (24.31803, 9.20547, -15.88032)  0.285
H (23.43174, 8.49151, -17.22457)  0.295
C (23.17587, 6.79368, -4.79521)  -0.773
N (24.62073, 6.80260, -4.27349)  0.836
O (25.15346, 7.87221, -4.12535)  -0.497
O (25.17490, 5.70200, -4.04730)  -0.501
H (22.96800, 6.86466, -5.86285)  0.293
H (22.70059, 7.66499, -4.34460)  0.325
H (22.59334, 6.08846, -4.20241)  0.318
C (28.36495, 1.72661, -8.79328)  -0.701
N (29.58693, 2.46500, -8.23638)  0.812
O (29.38632, 2.97725, -7.16377)  -0.476
O (30.67835, 2.46820, -8.82797)  -0.512
H (28.28755, 0.72981, -8.35910)  0.284
H (28.27714, 1.68821, -9.87906)  0.288
H (27.39707, 2.18700, -8.59492)  0.306
C (24.10032, 5.17283, -12.91476)  -0.730
N (23.81565, 5.47984, -11.44375)  0.880
O (24.14069, 4.68155, -10.58334)  -0.534
O (23.39909, 6.57066, -11.25431)  -0.506
H (23.20499, 5.28668, -13.52592)  0.278
H (24.49693, 4.16311, -13.02091)  0.297
H (24.94256, 5.80145, -13.20389)  0.313
C (30.47919, 2.82377, -15.97382)  -0.706
N (30.32353, 3.90190, -14.97346)  0.868
O (31.27410, 4.39374, -14.50770)  -0.499
O (29.16288, 4.13514, -14.66102)  -0.525
H (30.05758, 1.85981, -15.68893)  0.277
H (31.55359, 2.69410, -16.10397)  0.315
H (30.06904, 3.13592, -16.93426)  0.270
C (26.06509, 10.98678, -9.72084)  -0.749
N (26.08092, 10.42253, -11.08727)  0.831
O (26.91221, 9.59129, -11.32096)  -0.491
O (25.13733, 10.79733, -11.80458)  -0.504
H (26.91457, 10.77054, -9.07297)  0.327
H (25.17552, 10.89279, -9.09800)  0.294
H (26.06467, 12.06967, -9.84517)  0.292
C (18.48246, 1.48112, -14.63833)  -0.744
N (18.94047, 1.69825, -13.25327)  0.828
O (20.03663, 2.20980, -13.09649)  -0.496
O (18.20877, 1.24640, -12.37058)  -0.492
H (17.80782, 0.63220, -14.74919)  0.317
H (19.33058, 1.15556, -15.24067)  0.302
H (18.19383, 2.43040, -15.08963)  0.285
C (18.98261, 5.72904, -9.40498)  -0.688
N (18.52122, 5.59848, -8.01185)  0.831
O (18.09621, 6.57979, -7.44674)  -0.519
O (18.42346, 4.47667, -7.54797)  -0.509
H (19.69456, 4.97106, -9.73162)  0.297
H (19.32737, 6.75168, -9.55813)  0.300
H (18.07372, 5.78670, -10.00389)  0.286
C (22.70039, 1.58955, -19.94067)  -0.679
N (21.88235, 2.53447, -19.19162)  0.867
O (22.11666, 2.71235, -18.04012)  -0.521
O (21.05049, 3.10034, -19.86088)  -0.519
H (22.07481, 1.14603, -20.71530)  0.289
H (23.14211, 0.80919, -19.32096)  0.291
H (23.51807, 2.14358, -20.40169)  0.272

## Properties
- SMILES: C[N+](=O)[O-].C[N+](=O)[O-].C[N+](=O)[O-].C[N+](=O)[O-].C[N+](=O)[O-].C[N+](=O)[O-].C[N+](=O)[O-].C[N+](=O)[O-].C[N+](=O)[O-]
- Relative energy (zero: lowest compared OMol25 entry of this formula, charge and spin): 3.2573 eV
- HOMO level: -10.967 eV
- Multiplicity: 1


Record 2
The following is a quantum chemistry calculation of a structure of composition C4H16FN2NiO10 in a non-equilibrium geometry, from OMol25.

Last column: Mulliken charge in e.
Geometry (Å):
Ni (-0.06633, -0.21112, -2.32486)  0.763
N (2.12275, -2.51590, -1.76979)  0.924
O (1.16341, -1.91204, -2.40356)  -0.528
O (2.77457, -3.40282, -2.33453)  -0.663
O (2.28365, -2.18532, -0.59487)  -0.496
N (2.91338, 1.02945, -1.63548)  0.845
O (3.04668, 1.13673, -0.41883)  -0.545
O (3.86231, 0.97730, -2.43312)  -0.640
O (1.72079, 0.99639, -2.12927)  -0.412
F (-0.14937, -0.33361, -0.36285)  -0.342
C (-2.07551, -0.43718, 2.66189)  -0.337
O (-0.81777, -0.55213, 3.36886)  -0.459
H (-1.89055, 0.11489, 1.73816)  -0.060
H (-2.41386, -1.44780, 2.44229)  0.217
H (-2.77797, 0.25974, 3.13061)  0.341
H (-1.08066, -1.08806, 4.12456)  0.270
C (0.25311, 2.89489, 0.74338)  -0.457
O (0.94812, 2.25901, 1.79989)  -0.447
H (0.78503, 3.82579, 0.51650)  0.428
H (0.20875, 2.25882, -0.14222)  -0.057
H (-0.77169, 3.24943, 0.92947)  0.253
H (1.59666, 2.89824, 2.09479)  0.284
C (-0.36430, -4.14798, 1.57365)  -0.643
O (-0.05730, -2.88274, 1.00111)  -0.311
H (-1.13476, -4.57878, 0.92345)  0.286
H (0.48186, -4.80528, 1.74008)  0.240
H (-0.92468, -3.95479, 2.49840)  0.192
H (-0.80717, -2.50552, 0.53877)  0.180
C (-1.38513, 2.76533, -2.79752)  -0.625
O (-1.35325, 1.45424, -2.22926)  -0.290
H (-2.40359, 3.15206, -2.75477)  0.309
H (-0.80313, 3.50059, -2.23485)  0.248
H (-0.93209, 2.74886, -3.78422)  0.259
H (-1.95196, 1.43931, -1.47582)  0.273

## Properties
- Charge: -1
- HOMO level (spin up / spin down): -5.296 / -5.270 eV
- ⟨S²⟩: 2.006
- Multiplicity: 3


Record 3
The following is a quantum chemistry calculation of a structure of composition C3H8N2 in a non-equilibrium geometry, from OMol25.

Last column: Mulliken charge in e.
Geometry (Å):
C (1.36131, -0.08824, -1.52863)  -0.689
C (-0.63683, -0.91069, -0.15318)  0.155
C (-1.18930, 0.48613, 1.62811)  -0.623
H (1.32607, 1.41138, -2.13281)  0.211
H (0.77141, -0.99014, -2.45760)  0.196
H (2.86612, -0.49731, -0.93502)  0.207
H (0.70479, 0.59497, 0.34277)  0.206
H (-0.84930, -1.71717, -0.89098)  0.255
H (-0.59249, 1.45088, 1.12381)  0.184
H (-0.43878, 0.02524, 2.49161)  0.247
H (-2.21325, 0.86322, 2.19179)  0.226
N (0.41194, -0.07375, -0.43129)  -0.106
N (-1.52167, -0.55452, 0.75141)  -0.470

## Properties
- Relative energy (zero: lowest compared OMol25 entry of this formula, charge and spin): 8.1107 eV
- HOMO level: -8.538 eV
- Multiplicity: 1


Record 4
The following is a quantum chemistry calculation of a structure of composition C40H52As2GeN4S4W, from OMol25.

Last column: Mulliken charge in e.
Geometry (Å):
W (0.30118, -0.02415, 0.13271)  0.114
C (-3.44049, 0.02654, 1.78018)  -0.511
C (-3.27834, 1.53010, 1.53010)  -1.097
C (-1.91934, 2.00451, 0.97257)  -1.297
N (-0.77407, 1.17879, 1.38401)  0.931
C (-0.54735, 1.11492, 2.73769)  0.618
C (-1.11619, 2.01620, 3.62556)  0.038
C (-1.11822, 2.06634, 5.02075)  -0.867
C (-0.61537, 1.16093, 5.92169)  -0.560
C (0.12950, 0.02130, 5.61432)  -0.629
C (0.61982, -0.39317, 4.40051)  -0.731
C (0.44814, 0.13647, 3.10002)  0.555
N (1.15918, -0.26873, 2.04505)  0.331
C (2.45469, -0.91226, 2.29522)  -0.850
C (2.59307, -2.31589, 1.74230)  -0.885
C (2.36153, -2.26635, 0.24021)  -1.444
N (0.95989, -1.95756, -0.03823)  0.851
C (0.09550, -3.00231, -0.11783)  0.553
C (0.47905, -4.32183, 0.12481)  0.381
C (-0.21938, -5.51714, 0.01993)  -0.717
C (-1.51408, -5.74140, -0.39744)  -0.714
C (-2.43960, -4.76511, -0.73843)  -0.787
C (-2.32766, -3.39010, -0.70185)  0.094
C (-1.24816, -2.55250, -0.37112)  -0.368
N (-1.35498, -1.21008, -0.31745)  0.433
C (-2.68469, -0.64641, -0.57565)  -0.787
C (-3.71840, -0.80832, 0.53416)  -0.947
H (-4.28411, -0.10756, 2.45930)  0.396
H (-2.57095, -0.36928, 2.31233)  0.216
H (-3.48094, 2.03988, 2.47222)  0.466
H (-4.05323, 1.87726, 0.84062)  0.488
H (-1.74735, 3.04473, 1.26689)  0.620
H (-1.92597, 2.03505, -0.11007)  0.190
H (-1.65303, 2.83390, 3.16752)  0.515
H (-1.63908, 2.91882, 5.44043)  0.415
H (-0.81277, 1.34511, 6.96987)  0.395
H (0.39792, -0.60801, 6.45483)  0.415
H (1.21175, -1.29744, 4.44854)  0.523
H (2.71167, -0.86791, 3.35128)  1.058
H (3.20102, -0.30756, 1.78448)  -0.493
H (1.88898, -3.00328, 2.21807)  0.242
H (3.60271, -2.67232, 1.95593)  0.549
H (2.65560, -3.18580, -0.26213)  0.669
H (2.98249, -1.48165, -0.19921)  0.034
H (1.49737, -4.46017, 0.45402)  0.409
H (0.35400, -6.39883, 0.28202)  0.434
H (-1.84389, -6.77091, -0.45102)  0.414
H (-3.41267, -5.12933, -1.04795)  0.439
H (-3.24143, -2.88306, -0.97016)  0.487
H (-3.07087, -1.04840, -1.51829)  0.278
H (-2.56212, 0.41178, -0.74911)  -0.618
H (-3.83377, -1.85434, 0.82367)  0.482
H (-4.67873, -0.49724, 0.11253)  0.400
S (-0.21999, 4.67124, -3.15739)  -0.172
As (-1.67281, 3.36428, -4.19584)  0.479
S (-2.06198, 1.70018, -2.68785)  -0.026
S (-0.14818, 1.16358, -1.96032)  -0.271
S (0.47708, 3.28717, -4.59430)  -0.022
C (3.44742, 2.32979, 2.47303)  -0.980
C (3.98605, 1.85242, 1.12851)  -1.605
As (2.68660, 1.47957, -0.29883)  1.210
C (3.97270, 0.98793, -1.70555)  -0.559
C (3.93075, 1.87144, -2.94859)  -1.068
C (2.18986, 3.30773, -0.77026)  -0.166
C (1.23282, 3.95928, 0.22868)  -1.231
H (4.24025, 2.31380, 3.22080)  0.416
H (2.62826, 1.71352, 2.84123)  0.105
H (3.08436, 3.35365, 2.40750)  0.283
H (4.62086, 0.97050, 1.22957)  0.743
H (4.61782, 2.62809, 0.68722)  0.671
H (3.81812, -0.06442, -1.94773)  -0.040
H (4.95654, 1.06452, -1.23921)  0.728
H (2.94245, 1.90861, -3.40412)  -0.017
H (4.63387, 1.49536, -3.69180)  0.434
H (4.22196, 2.89391, -2.71152)  0.359
H (1.74260, 3.26061, -1.76274)  -0.320
H (3.12009, 3.87140, -0.85328)  0.680
H (0.56570, 3.23197, 0.69651)  0.177
H (0.60885, 4.69626, -0.27502)  0.385
H (1.77270, 4.47143, 1.02322)  0.346
Ge (0.49606, -0.34438, -3.66670)  0.577
C (0.70786, -2.21408, -3.26209)  0.835
C (1.99815, -2.68433, -3.02169)  -0.441
C (2.25563, -4.04806, -2.97542)  -0.763
C (1.22418, -4.95362, -3.17704)  -0.813
C (-0.06300, -4.49786, -3.42757)  -0.692
C (-0.32070, -3.13606, -3.47070)  -0.264
C (-0.64146, -0.02851, -5.18615)  0.357
C (-1.96916, -0.46121, -5.21997)  0.554
C (-2.74571, -0.25454, -6.34921)  -0.884
C (-2.20295, 0.38344, -7.45775)  -0.573
C (-0.88200, 0.80626, -7.44078)  -0.739
C (-0.10401, 0.60111, -6.30848)  -0.422
H (1.87891, 0.24917, -3.91813)  -0.419
H (2.81947, -1.98539, -2.90589)  0.501
H (3.26528, -4.40384, -2.81264)  0.500
H (1.42797, -6.01658, -3.16090)  0.462
H (-0.86308, -5.20257, -3.61327)  0.518
H (-1.32131, -2.80030, -3.71058)  0.179
H (-2.41582, -0.94298, -4.35823)  0.003
H (-3.77448, -0.58924, -6.36653)  0.464
H (-2.81019, 0.54348, -8.33861)  0.410
H (-0.45170, 1.28864, -8.30802)  0.446
H (0.93280, 0.92021, -6.31443)  0.538

## Properties
- Charge: +2
- Relative energy (zero: lowest compared OMol25 entry of this formula, charge and spin): 0.0000 eV
- HOMO level (spin up / spin down): -12.464 / -12.462 eV
- Multiplicity: 1


Record 5
The following is a quantum chemistry calculation of a structure of composition C59H45BrKN10O3P2 in a non-equilibrium geometry, from OMol25.

Last column: Mulliken charge in e.
Geometry (Å):
K (0.60411, 0.05408, -0.69805)  1.838
C (-4.03193, 0.99837, 4.21377)  -0.755
C (-3.23226, 1.14748, 3.08757)  -0.349
N (-1.98497, 0.70139, 3.05127)  0.781
C (-1.53032, 0.09001, 4.13968)  -0.454
C (-2.37669, -0.16420, 5.21856)  -0.675
N (-3.61891, 0.30477, 5.26830)  -0.681
C (-0.07912, -0.24327, 4.21820)  0.790
C (0.55269, -0.07605, 5.44577)  -1.077
C (1.91326, -0.31853, 5.54674)  0.814
C (2.55775, -0.77208, 4.40899)  -0.769
C (1.84812, -0.95646, 3.22027)  0.618
N (0.55266, -0.66172, 3.12380)  0.379
C (2.54662, -1.54442, 2.02631)  -0.008
C (3.88796, -1.91317, 2.08765)  -0.589
N (4.52133, -2.49821, 1.07508)  -0.669
C (3.81577, -2.70107, -0.02437)  -0.648
C (2.48573, -2.31238, -0.11701)  -0.216
N (1.85562, -1.75018, 0.90185)  0.038
C (2.64616, -0.10432, 6.82164)  0.402
C (2.19930, 0.80731, 7.77287)  -0.449
C (2.90818, 0.96322, 8.95274)  -0.430
N (4.02386, 0.29539, 9.24192)  -0.648
C (4.45462, -0.57050, 8.32574)  -0.382
C (3.80823, -0.80686, 7.12361)  -0.604
H (-5.02520, 1.42984, 4.26146)  0.443
H (-3.60849, 1.62640, 2.19114)  0.386
H (-2.05541, -0.77446, 6.05618)  0.560
H (-0.01965, 0.24372, 6.30528)  0.671
H (3.61827, -0.95854, 4.44081)  0.429
H (4.49423, -1.75472, 2.96809)  0.463
H (4.32650, -3.16859, -0.85675)  0.408
H (1.91826, -2.46858, -1.02677)  0.480
H (1.32015, 1.41268, 7.59581)  0.391
H (2.56389, 1.66476, 9.70504)  0.369
H (5.36564, -1.10683, 8.56888)  0.371
H (4.20130, -1.55276, 6.44523)  0.420
C (-2.90330, 3.95190, -1.24714)  -1.555
N (-1.78387, 3.02980, -1.38606)  0.901
P (-1.95477, 1.42921, -2.00804)  0.214
C (-3.41573, 0.78952, -1.08163)  0.161
C (-4.72089, 1.26596, -1.23562)  0.214
C (-5.74805, 0.77705, -0.44210)  -1.067
C (-5.49497, -0.22596, 0.48850)  -0.824
C (-4.21272, -0.73488, 0.62097)  -0.473
C (-3.17576, -0.21024, -0.14081)  0.523
C (-2.76582, 1.69897, -3.63863)  -0.057
C (-3.52305, 0.66686, -4.19914)  -0.987
C (-4.06235, 0.79181, -5.47042)  -0.577
C (-3.84876, 1.94938, -6.20942)  -0.643
C (-3.07112, 2.96676, -5.67669)  -0.448
C (-2.52468, 2.83396, -4.40602)  -0.046
P (-0.18426, 3.18445, -0.74658)  0.134
C (0.19675, 4.96322, -1.08632)  0.318
C (0.97064, 5.73579, -0.21710)  -1.150
C (1.31412, 7.04168, -0.53948)  -0.502
C (0.89626, 7.60433, -1.73767)  -0.686
C (0.15399, 6.83860, -2.62577)  -0.402
C (-0.17781, 5.53038, -2.30495)  -0.589
C (-0.37417, 3.39290, 1.09277)  0.803
C (-1.34428, 4.21281, 1.67584)  -0.245
C (-1.39816, 4.39074, 3.05050)  -0.947
C (-0.45631, 3.77937, 3.87030)  -0.554
C (0.52997, 2.98723, 3.30425)  -0.705
C (0.56316, 2.78226, 1.92849)  -0.016
H (-3.51301, 3.94474, -2.15344)  0.416
H (-2.53528, 4.96784, -1.10025)  0.604
H (-3.55383, 3.68824, -0.40823)  0.099
H (-4.94167, 2.01571, -1.98630)  0.444
H (-6.75258, 1.16782, -0.55857)  0.439
H (-6.30069, -0.60962, 1.10341)  0.518
H (-4.00914, -1.53592, 1.32372)  0.477
H (-2.16869, -0.59035, -0.00210)  -0.180
H (-3.68619, -0.24315, -3.63188)  0.513
H (-4.65216, -0.01611, -5.88628)  0.424
H (-4.27972, 2.05271, -7.19781)  0.353
H (-2.88506, 3.86564, -6.25246)  0.421
H (-1.90161, 3.62268, -4.00396)  0.164
H (1.31276, 5.31078, 0.71797)  0.392
H (1.91052, 7.62414, 0.15290)  0.429
H (1.15266, 8.62824, -1.98080)  0.356
H (-0.16023, 7.25945, -3.57364)  0.416
H (-0.74190, 4.93474, -3.01167)  0.580
H (-2.05736, 4.73880, 1.05476)  0.386
H (-2.16906, 5.01746, 3.48320)  0.394
H (-0.48847, 3.93205, 4.94297)  0.359
H (1.27962, 2.52212, 3.93561)  0.476
H (1.33883, 2.16994, 1.48338)  0.340
Br (-8.64801, -3.30332, 1.54644)  -0.230
C (-7.27749, -4.28045, 0.65435)  0.063
C (-6.93394, -5.53962, 1.11227)  -0.544
C (-5.95419, -6.25702, 0.44663)  -0.165
C (-5.29063, -5.72181, -0.65886)  -0.165
C (-5.63739, -4.43325, -1.08133)  -0.094
C (-6.64279, -3.72568, -0.44532)  -0.325
N (-4.49610, -6.58258, -1.44148)  -0.727
N (-3.47992, -6.21288, -2.08944)  -0.403
C (-2.72652, -5.07992, -1.83429)  0.274
C (-2.05627, -4.58236, -2.95856)  -0.111
C (-1.38238, -3.38609, -2.96419)  -1.104
C (-1.25986, -2.58404, -1.79392)  0.273
O (-0.75606, -1.43665, -1.81157)  -0.444
C (-1.71729, -3.23041, -0.54288)  -0.281
N (-1.32054, -2.64228, 0.60174)  0.333
C (-1.64831, -3.19158, 1.74803)  -0.043
C (-2.36582, -4.39196, 1.83610)  -1.194
C (-2.76456, -5.01204, 0.68126)  -0.980
C (-2.47383, -4.43046, -0.57036)  0.971
H (-7.44315, -5.96537, 1.96654)  0.407
H (-5.69534, -7.25815, 0.77128)  0.429
H (-5.13783, -4.00354, -1.94055)  0.333
H (-6.92420, -2.74493, -0.80190)  0.516
H (-2.15115, -5.16193, -3.87093)  0.413
H (-0.93457, -3.00113, -3.87270)  0.497
H (-1.31054, -2.67334, 2.63996)  -0.021
H (-2.57953, -4.82976, 2.80343)  0.478
H (-3.26294, -5.96705, 0.72828)  0.637
O (2.98046, 0.10891, -1.53626)  -0.664
C (2.89309, 1.33206, -1.29038)  -0.241
O (2.21290, 1.87046, -0.38378)  -0.501
H (3.47053, 2.02084, -1.94498)  0.343

## Properties
- Charge: -1
- Relative energy (zero: lowest compared OMol25 entry of this formula, charge and spin): 1.0837 eV
- HOMO level: -4.376 eV
- Multiplicity: 1